Record 1
Molecular formula: C6H15NOSi
Method: DFT, ωB97M-V with the def2-TZVPD basis set

## Properties
Energy relative to the best compared isomer or geometry (same formula, charge and spin), eV: 1.292
Frontier orbital gap, eV: 10.014
Maximum force, Eh/bohr: 0.0726
SMILES: CC(=O)NC[Si](C)(C)C
Charge: 0

Each line ends with the Mulliken charge.
Cartesian coordinates (Å):
C -3.96 -0.13 -0.23  -1.1910
C -2.74 0.33 0.48  0.6506
O -2.80 0.69 1.63  -0.5778
N -1.58 0.13 -0.19  -0.1514
C -0.41 0.60 0.50  -0.6856
Si 1.45 0.03 0.05  0.6258
C 1.62 -1.77 0.78  -1.1275
C 1.66 -0.41 -1.81  -1.2568
C 2.57 1.49 0.71  -1.1097
H -4.82 -0.16 0.43  0.3311
H -3.87 -1.08 -0.80  0.2994
H -4.29 0.52 -0.98  0.3365
H -1.43 0.29 -1.16  0.2757
H -0.47 0.28 1.56  0.3582
H -0.28 1.81 0.51  0.2047
H 1.81 -2.40 -0.12  0.2770
H 2.61 -1.83 1.25  0.3416
H 0.88 -2.25 1.40  0.3465
H 1.26 0.37 -2.35  0.4291
H 2.77 -0.37 -2.03  0.3138
H 1.42 -1.46 -2.00  0.3142
H 2.58 2.21 -0.06  0.3379
H 2.31 1.79 1.70  0.3456
H 3.70 1.29 0.74  0.3120

=====

Record 2
Molecular formula: C8H8NO4S
Method: DFT, ωB97M-V with the def2-TZVPD basis set

## Properties
Energy relative to the best compared isomer or geometry (same formula, charge and spin), eV: 1.206
Frontier orbital gap, eV: 6.700
Maximum force, Eh/bohr: 0.0733
SMILES: C/C(O)=C\n1c(O)ccc1OC([O-])=S
Charge: -1

Each line ends with the Mulliken charge.
Cartesian coordinates (Å):
C 0.12 -2.00 1.09  -1.1345
C -0.45 -1.85 -0.30  0.8540
O -0.53 -2.98 -0.95  -0.5335
C -0.70 -0.67 -0.86  -0.7630
N -0.63 0.63 -0.29  0.1673
C -1.56 1.65 -0.41  0.2803
O -2.84 1.40 -0.81  -0.5366
C -0.96 2.84 -0.14  -0.7411
C 0.35 2.51 0.36  -0.4342
C 0.54 1.17 0.28  0.3481
O 1.55 0.37 0.68  -0.3219
C 2.65 0.08 -0.06  0.4054
O 2.95 0.75 -1.07  -0.6188
S 3.47 -1.28 0.52  -0.5570
H -0.09 -0.93 1.49  0.2256
H -0.49 -2.74 1.62  0.5946
H 1.27 -2.24 1.11  0.0832
H -0.21 -3.58 -0.32  0.3040
H -0.98 -0.59 -1.94  0.4303
H -2.80 0.59 -1.25  0.3255
H -1.57 3.71 0.16  0.2946
H 0.89 3.14 1.08  0.3278

=====

Record 3
Molecular formula: C5H14
Method: DFT, ωB97M-V with the def2-TZVPD basis set

## Properties
Energy relative to the best compared isomer or geometry (same formula, charge and spin), eV: 0.503
Frontier orbital gap, eV: 12.264
Maximum force, Eh/bohr: 0.0380
SMILES: CCC.CC
Charge: 0

Each line ends with the Mulliken charge.
Cartesian coordinates (Å):
C -0.34 0.85 2.03  -1.2019
C 0.79 0.21 1.21  0.4196
C 2.16 0.87 1.35  -1.0472
H -0.88 1.56 1.40  0.2940
H -1.01 0.11 2.46  0.2947
H 0.02 1.42 2.89  0.3916
H 0.93 -0.82 1.55  0.2894
H 0.37 0.17 0.20  -0.3325
H 2.13 1.77 1.97  0.2970
H 2.93 0.14 1.59  0.2690
H 2.58 1.32 0.43  0.3119
C -1.74 -1.15 -1.67  -0.8728
C -0.65 -0.78 -2.66  -0.7036
H -2.65 -1.63 -2.04  0.3349
H -1.45 -1.81 -0.85  0.2819
H -2.06 -0.24 -1.14  0.2439
H -1.07 -0.08 -3.39  0.2521
H -0.22 -1.65 -3.15  0.2572
H 0.16 -0.24 -2.18  0.2208

=====

Record 4
Molecular formula: C29H63N5O19S3
Method: DFT, ωB97M-V with the def2-TZVPD basis set

## Properties
Frontier orbital gap, eV: 8.929
Maximum force, Eh/bohr: 0.2115
Charge: 0

Each line ends with the Mulliken charge.
Cartesian coordinates (Å):
C -1.53 3.11 2.70  -0.3526
C -2.33 2.98 1.42  0.1636
O -1.73 2.47 0.47  0.0557
N -3.57 3.46 1.35  0.0175
C -4.44 3.35 0.22  -0.9537
H -0.50 3.25 2.38  -0.8523
H -1.61 2.13 3.18  -0.2162
H -1.85 3.90 3.39  0.8990
H -3.82 4.03 2.15  0.3007
H -4.91 4.31 0.00  0.5351
H -5.25 2.64 0.38  0.3782
H -3.98 3.04 -0.72  0.2977
C 4.99 -1.59 -2.85  -1.7362
C 3.58 -1.08 -2.80  0.5297
O 3.24 -0.06 -3.47  -0.6726
N 2.82 -1.57 -1.81  0.8077
C 1.39 -1.24 -1.62  -1.7670
H 5.73 -0.82 -2.61  0.3716
H 5.19 -1.77 -3.90  0.4863
H 5.31 -2.45 -2.27  0.3323
H 3.22 -2.22 -1.15  0.4911
H 1.00 -0.89 -2.57  0.5132
H 1.39 -0.40 -0.92  0.0243
H 0.82 -2.10 -1.29  1.1854
C 0.94 -2.65 1.49  0.7884
C 1.83 -1.50 1.88  0.6984
O 1.37 -0.56 2.53  -0.6382
N 3.07 -1.57 1.48  -0.0896
C 4.09 -0.62 1.83  -0.9444
H 1.26 -3.11 0.56  -0.8700
H -0.05 -2.22 1.37  -0.6195
H 0.93 -3.47 2.22  0.5562
H 3.31 -2.32 0.85  0.3579
H 4.97 -1.22 2.05  0.5442
H 3.84 -0.02 2.70  0.1806
H 4.30 0.11 1.05  0.2896
C -0.22 0.46 3.48  0.2272
C -1.48 0.48 4.32  -0.1754
O -1.50 0.99 5.47  -0.7922
N -2.67 0.23 3.76  0.0829
C -2.98 -0.04 2.38  -0.0955
H 0.62 0.11 4.09  0.7106
H 0.05 1.46 3.14  -0.5629
H -0.27 -0.27 2.67  1.2049
H -3.50 0.31 4.33  0.3225
H -2.49 -0.86 1.88  -0.1004
H -2.99 0.85 1.76  -0.6393
H -4.05 -0.23 2.39  0.3030
C 2.01 4.87 -2.87  -1.1281
C 0.55 4.35 -2.90  0.9060
O -0.30 5.10 -3.40  -0.7084
N 0.30 3.16 -2.38  0.3357
C -1.01 2.57 -2.27  -0.3713
H 1.95 5.93 -3.13  0.3439
H 2.57 4.35 -3.65  0.2939
H 2.52 4.65 -1.94  0.2413
H 1.08 2.60 -2.06  0.0081
H -1.80 3.30 -2.42  0.3990
H -1.13 2.13 -1.28  -0.3751
H -1.07 1.83 -3.07  0.4620
C -0.82 -2.93 -0.70  -0.6231
C -1.76 -3.58 0.33  0.4247
O -1.44 -4.96 0.50  -0.6142
S -0.17 -5.44 -0.50  1.0987
O -0.60 -6.60 -1.27  -0.6624
O 1.09 -5.53 0.24  -0.6299
O -0.34 -4.04 -1.37  -0.7113
H -0.02 -2.34 -0.24  -0.5168
H -1.32 -2.32 -1.45  1.8422
H -2.78 -3.57 -0.08  0.6676
H -1.72 -2.98 1.24  -0.2712
C -3.95 0.72 0.19  -0.9095
C -5.30 0.21 -0.30  -1.0326
O -5.20 -1.20 -0.50  -0.4816
S -3.83 -1.80 0.14  1.3171
O -3.06 -2.49 -0.89  -0.4670
O -4.10 -2.58 1.36  -0.6849
O -3.17 -0.38 0.61  0.7861
H -4.04 1.36 1.06  1.2327
H -3.46 1.37 -0.53  0.5985
H -5.73 0.64 -1.20  0.3309
H -6.04 0.28 0.49  0.3887
C -0.53 0.32 0.93  2.0839
C 0.38 1.11 0.00  -1.9713
O 0.12 0.83 -1.33  -0.8992
S -1.12 -0.19 -1.52  1.0904
O -0.80 -1.30 -2.41  -0.1896
O -2.44 0.47 -1.68  -0.7867
O -0.98 -0.76 0.05  0.1269
H -1.27 1.01 1.33  -0.5846
H 0.14 -0.08 1.68  -2.9782
H 1.43 0.90 0.21  -0.5029
H 0.28 2.20 0.09  1.2281
C 3.03 2.32 2.66  -0.2860
C 2.18 3.19 3.54  -1.0263
C 1.14 3.71 2.50  -0.2281
O 0.95 2.58 1.60  -0.5634
C 1.91 1.59 1.87  -0.3982
H 3.58 1.55 3.20  0.4127
H 3.77 2.84 2.05  0.2738
H 2.76 4.00 3.97  0.5910
H 1.68 2.73 4.40  0.2200
H 1.49 4.56 1.92  0.5535
H 0.21 3.92 3.02  0.2997
H 2.41 1.36 0.93  0.1193
H 1.44 0.75 2.39  0.8012
C 1.23 -2.56 -4.31  -0.8994
C 0.43 -3.19 -3.28  0.2905
C 1.37 -4.13 -2.56  0.0937
O 2.35 -4.55 -3.48  -0.6628
C 2.56 -3.36 -4.22  0.0231
H 1.40 -1.51 -4.09  0.1111
H 0.81 -2.53 -5.32  0.3107
H -0.38 -3.68 -3.82  0.6535
H -0.04 -2.50 -2.57  -1.0816
H 0.82 -4.97 -2.12  0.0348
H 1.92 -3.64 -1.76  0.3839
H 3.01 -3.69 -5.16  0.5072
H 3.34 -2.76 -3.75  -0.2179

=====

Record 5
Molecular formula: C5H6N2
Method: DFT, ωB97M-V with the def2-TZVPD basis set

## Properties
Energy relative to the best compared isomer or geometry (same formula, charge and spin), eV: 2.362
Frontier orbital gap, eV: 9.529
Maximum force, Eh/bohr: 0.1125
SMILES: C=Cn1cccn1
Charge: 0

Each line ends with the Mulliken charge.
Cartesian coordinates (Å):
C 1.35 0.18 -2.11  -0.8467
C 1.03 0.68 -0.88  0.1764
N 0.09 0.27 0.01  0.6181
C -0.62 -0.92 0.23  -0.3786
C -1.47 -0.88 1.33  -0.4912
C -0.91 0.32 2.01  -0.2173
N -0.11 1.00 1.16  -0.8749
H 2.12 0.78 -2.54  0.2536
H 1.10 -0.78 -2.61  0.2576
H 1.62 1.48 -0.50  0.3629
H -0.86 -1.39 -0.67  0.3174
H -2.17 -1.59 1.70  0.3714
H -1.19 0.84 2.87  0.4514

=====

Record 6
Molecular formula: C8H51IN5O19
Method: DFT, ωB97M-V with the def2-TZVPD basis set

## Properties
Energy relative to the best compared isomer or geometry (same formula, charge and spin), eV: 7.126
Frontier orbital gap, eV: 8.302
Maximum force, Eh/bohr: 0.1647
Charge: +1

Each line ends with the Mulliken charge.
Cartesian coordinates (Å):
C 1.65 -2.35 -1.74  -0.6614
C 1.83 -1.25 -0.53  -0.2871
C 2.27 0.27 -1.07  -0.5469
I 3.26 1.21 0.69  0.1766
C 0.96 1.12 -1.60  0.1605
N -0.36 0.38 -1.53  0.0014
C -1.30 1.46 -2.02  -0.1326
N -2.63 1.12 -2.05  -0.0927
N -3.03 -0.16 -1.67  0.2339
C -3.23 -0.29 -0.18  -0.5424
C -4.26 -0.54 -2.46  0.2898
C -3.98 -1.44 -3.85  -0.4263
O -5.48 -0.14 -2.09  -0.5337
N -0.56 2.72 -2.40  -0.1196
N 0.82 2.53 -2.13  -0.0059
H 2.39 -2.11 -2.61  0.2773
H 1.94 -3.40 -1.30  0.1402
H 0.56 -2.45 -2.16  0.0459
H 2.72 -1.65 0.15  0.3937
H 0.89 -1.21 0.19  0.1822
H 3.07 0.06 -1.93  0.4738
H -3.33 1.81 -2.41  0.2823
H -4.17 0.27 0.25  0.3115
H -2.22 0.05 0.36  0.0816
H -3.32 -1.46 0.05  0.2058
H -3.79 -0.66 -4.70  0.2720
H -4.88 -2.17 -4.03  0.1185
H -2.95 -2.00 -3.65  0.1643
H -1.05 3.57 -2.78  0.2387
H 1.60 3.23 -2.25  0.2906
O -2.18 -3.12 1.40  -0.6888
H -2.31 -3.23 2.36  0.3212
H -2.64 -3.88 1.02  0.3084
O -1.46 3.34 1.07  -0.5893
H -1.72 2.43 1.29  0.3686
H -1.25 3.31 0.13  0.2472
O -3.91 3.87 3.17  -0.6309
H -3.15 3.98 2.58  0.3211
H -3.67 3.11 3.72  0.3100
O 0.56 -3.97 2.09  -0.6056
H 0.72 -3.25 2.72  0.2571
H -0.32 -3.77 1.73  0.3893
O -5.36 -4.19 -5.04  -0.6631
H -6.20 -3.76 -5.24  0.3045
H -5.48 -5.10 -5.35  0.3104
O -0.04 1.52 3.39  -0.5227
H 0.49 0.82 2.97  0.2638
H 0.14 2.30 2.85  0.2878
O -1.31 -2.41 4.33  -0.5721
H -1.69 -1.65 4.79  0.2926
H -0.91 -2.94 5.04  0.3226
O 3.26 4.97 -1.69  -0.6686
H 2.87 5.25 -0.85  0.3488
H 3.46 5.81 -2.15  0.3210
O 0.47 -4.27 5.63  -0.6355
H 1.23 -4.16 5.04  0.3054
H 0.70 -5.04 6.18  0.3018
O 4.30 -3.94 -1.85  -0.6473
H 4.16 -4.04 -0.90  0.3220
H 3.83 -4.69 -2.24  0.3251
O 1.00 6.41 -0.68  -0.6181
H 0.86 6.31 0.27  0.3308
H 0.53 5.66 -1.07  0.2769
O -8.11 -3.17 -3.88  -0.6208
H -8.77 -2.46 -3.85  0.3159
H -7.72 -3.16 -2.99  0.3201
O 0.95 -3.92 -3.99  -0.5811
H 0.10 -3.49 -4.19  0.2972
H 0.83 -4.83 -4.29  0.2964
O -2.01 0.41 5.98  -0.5967
H -2.40 0.69 6.82  0.3056
H -1.81 1.25 5.53  0.2857
O 5.81 4.27 0.38  -0.5747
H 5.06 4.53 -0.17  0.3283
H 5.41 3.76 1.10  0.2752
O 8.63 3.28 -1.03  -0.6440
H 7.84 3.74 -0.70  0.3304
H 8.82 2.62 -0.35  0.2989
O 5.31 -0.59 3.69  -0.6181
H 4.81 -0.20 2.95  0.2390
H 6.16 -0.13 3.67  0.3213
O 4.46 3.09 3.04  -0.5834
H 3.54 3.37 3.13  0.3094
H 4.69 2.75 3.91  0.3092